Version i
3 unconnected molecules or ions with the total composition C3H12N2O3, computed with ωB97M-V/def2-TZVPD.

XYZ file:
```
20
Properties=species:S:1:pos:R:3
C 1.015 0.047 -0.153
N -0.333 0.467 0.088
C -0.572 1.441 1.073
O 0.362 1.990 1.607
C -2.092 1.762 1.115
N -2.656 2.505 0.000
H 1.271 -0.806 0.500
H 1.149 -0.482 -1.110
H 1.816 0.770 -0.088
H -1.065 -0.187 -0.150
H -2.262 2.233 2.078
H -2.685 0.840 1.130
H -2.236 2.243 -0.896
H -2.411 3.487 0.058
O 4.189 -0.831 2.326
H 3.367 -1.308 2.227
H 4.232 -0.336 3.121
O -0.749 -4.580 -4.228
H -0.231 -5.384 -4.301
H -0.111 -3.869 -4.398
```

As for the spin multiplicity: 1. The HOMO energy comes out at -9.330 eV. Its HOMO-LUMO gap is 9.850 eV. The SMILES is CNC(=O)CN.O.O.

Version ii
3 unconnected molecules or ions with the total composition C3H12N2O3, computed with ωB97M-V/def2-TZVPD.

XYZ file:
```
20
Properties=species:S:1:pos:R:3
C -1.318 -1.537 1.573
C -0.619 -0.355 1.048
O 0.527 -0.089 1.418
N -1.234 0.469 0.160
C -0.430 1.616 -0.296
N 0.475 1.285 -1.375
H -0.787 -2.188 2.263
H -2.268 -1.331 2.142
H -1.687 -2.234 0.804
H -2.197 0.357 -0.096
H -1.092 2.423 -0.678
H 0.076 2.057 0.547
H 0.045 0.838 -2.170
H 1.333 0.913 -1.002
O -0.614 -1.012 -3.722
H -0.404 -0.636 -4.582
H 0.260 -0.969 -3.320
O 3.672 0.389 2.531
H 2.924 0.471 1.912
H 3.338 -0.466 2.841
```

As for the spin multiplicity: 1. The HOMO energy comes out at -9.388 eV. Its HOMO-LUMO gap is 9.971 eV. The SMILES is CC(=O)NCN.O.O.

Computed energies relative to the best structure, in kcal/mol: version i 11.2; version ii 0.0

Version i
A gas-phase ion, CH3N5O (charge +2), computed with ωB97M-V/def2-TZVPD.

XYZ file:
```
10
Properties=species:S:1:pos:R:3
N 2.201 0.617 0.056
C 1.171 -0.083 0.045
N 0.326 -0.906 -0.090
N -0.779 -1.553 -0.083
N -1.783 -0.857 0.048
N -1.450 0.808 -0.117
O -2.364 1.434 -0.053
H 3.075 0.430 -0.558
H 2.358 1.499 0.663
H -2.756 -1.387 0.089
```

As for the spin multiplicity: 1. The HOMO energy comes out at -20.889 eV. Its HOMO-LUMO gap is 8.699 eV. Its net charge is +2. The SMILES is [NH2+]=C=[N+]=NNN=O.

Version ii
A gas-phase ion, CH3N5O (charge +2), computed with ωB97M-V/def2-TZVPD.

XYZ file:
```
10
Properties=species:S:1:pos:R:3
C -0.026 0.058 -0.381
N -0.119 -0.353 0.999
N 0.927 -0.654 1.488
N 1.927 -0.822 1.970
N 1.388 -0.078 -0.658
N -0.861 0.639 -1.149
O 1.856 -0.777 -1.500
H 2.740 -0.840 2.707
H -1.786 1.118 -0.866
H -0.686 0.942 -2.135
```

As for the spin multiplicity: 1. The HOMO energy (alpha / beta) comes out at -20.341 / -20.339 eV. Its HOMO-LUMO gap (alpha / beta) is 8.562 / 8.563 eV. Its net charge is +2.

Computed energies relative to the best structure, in kcal/mol: version i 0.0; version ii 22.0

Version i
A gas-phase ion, C6H11N (charge -1), computed with ωB97M-V/def2-TZVPD.

XYZ file:
```
18
Properties=species:S:1:pos:R:3
C 1.481 0.738 -2.139
N 1.565 -0.685 -1.873
C 1.117 -1.052 -0.483
C -2.247 0.604 2.690
C -1.817 0.661 1.393
C -0.516 0.216 0.956
C -0.283 -0.611 -0.135
H 0.687 1.166 -1.525
H 1.129 0.928 -3.156
H 2.372 1.306 -1.860
H 2.547 -0.936 -1.879
H 1.729 -0.577 0.302
H 1.301 -2.134 -0.465
H -1.785 -0.031 3.443
H -3.148 1.067 3.104
H -2.418 1.055 0.579
H 0.286 0.368 1.688
H -0.995 -0.873 -0.909
```

As for the spin multiplicity: 2. The HOMO energy (alpha / beta) comes out at 0.323 / -3.005 eV. Its HOMO-LUMO gap (alpha / beta) is 3.789 / 7.013 eV. Its net charge is -1. The expectation value of S² is 0.765.

Version ii
A gas-phase ion, C6H11N (charge -1), computed with ωB97M-V/def2-TZVPD.

XYZ file:
```
18
Properties=species:S:1:pos:R:3
C -2.719 -0.276 0.511
N -1.318 -0.664 0.656
C -0.250 0.132 0.182
C 0.888 0.414 0.852
C 2.184 0.432 0.097
C 2.975 -0.714 -0.182
C -0.405 0.455 -1.283
H -3.198 -0.775 1.353
H -3.105 -0.549 -0.459
H -2.897 0.803 0.622
H -1.082 -1.098 1.532
H 1.105 0.825 1.835
H 2.543 1.453 -0.182
H 3.869 -0.909 0.427
H 3.042 -1.394 -1.037
H -0.836 -0.321 -1.924
H -1.234 1.194 -1.328
H 0.438 0.992 -1.673
```

As for the spin multiplicity: 2. The HOMO energy (alpha / beta) comes out at -0.791 / -0.493 eV. Its HOMO-LUMO gap (alpha / beta) is 4.470 / 4.161 eV. Its net charge is -1. The expectation value of S² is 0.761.

Computed energies relative to the best structure, in kcal/mol: version i 0.0; version ii 59.6

Version i
2 unconnected molecules or ions with the total composition C2H9OS, computed with ωB97M-V/def2-TZVPD.

XYZ file:
```
13
Properties=species:S:1:pos:R:3
O -2.301 -0.784 0.067
H -2.732 -1.647 0.013
H -2.750 -0.335 0.799
H -0.852 0.101 -0.405
C 1.070 -1.112 0.549
S 0.548 0.160 -0.605
C 0.648 1.708 0.305
H 2.117 -0.864 0.825
H 0.445 -1.083 1.444
H 0.861 -2.092 0.138
H 1.508 1.733 0.976
H -0.336 1.709 0.819
H 0.670 2.468 -0.483
```

As for the spin multiplicity: 1. The HOMO energy comes out at -16.236 eV. Its HOMO-LUMO gap is 12.699 eV. Its net charge is +1.

Version ii
3 unconnected molecules or ions with the total composition C2H9OS, computed with ωB97M-V/def2-TZVPD.

XYZ file:
```
13
Properties=species:S:1:pos:R:3
O -0.351 1.789 1.082
H 0.154 2.307 0.424
H 1.141 2.652 -0.940
H -0.481 2.399 1.820
C 0.218 -2.164 -0.910
C -0.414 -1.085 -0.159
S -0.750 -1.282 1.416
H -0.451 -3.036 -1.019
H 1.003 -2.682 -0.332
H 0.667 -1.922 -1.854
H 1.229 3.304 -0.591
H -0.671 -0.178 -0.704
H -1.295 -0.101 1.766
```

As for the spin multiplicity: 1. The HOMO energy comes out at -15.792 eV. Its HOMO-LUMO gap is 9.573 eV. Its net charge is +1.

Version iii
2 unconnected molecules or ions with the total composition C2H9OS, computed with ωB97M-V/def2-TZVPD.

XYZ file:
```
13
Properties=species:S:1:pos:R:3
O 0.071 -0.105 2.490
H -0.690 0.368 2.810
H 0.814 -0.068 3.114
H -0.742 0.407 0.679
C 1.512 0.400 -0.533
S -0.390 0.539 -0.737
C -0.827 -1.253 -1.063
H 2.028 0.415 -1.536
H 1.628 1.256 0.100
H 1.642 -0.528 0.080
H -1.774 -1.032 -1.736
H -1.247 -1.812 -0.251
H -0.099 -1.663 -1.813
```

As for the spin multiplicity: 1. The HOMO energy comes out at -16.105 eV. Its HOMO-LUMO gap is 12.262 eV. Its net charge is +1.

Computed energies relative to the best structure, in kcal/mol: version i 0.0; version ii 36.9; version iii 16.8

Version i
A gas-phase ion, C3H9N2 (charge +1), computed with ωB97M-V/def2-TZVPD.

XYZ file:
```
14
Properties=species:S:1:pos:R:3
C -1.726 -0.783 0.192
N -1.220 0.559 -0.174
C -0.034 1.001 -0.256
C 1.230 0.406 0.273
N 1.638 -0.836 -0.280
H -0.879 -1.275 0.560
H -2.498 -0.677 0.957
H -2.277 -1.017 -0.822
H -1.998 1.093 -0.451
H 0.198 2.040 -0.679
H 1.992 1.173 0.113
H 1.139 0.285 1.402
H 2.514 -1.101 0.345
H 1.922 -0.867 -1.180
```

As for the spin multiplicity: 1. The HOMO energy comes out at -14.061 eV. Its HOMO-LUMO gap is 9.203 eV. Its net charge is +1. The SMILES is C/[NH+]=C\CN.

Version ii
A gas-phase ion, C3H9N2 (charge +1), computed with ωB97M-V/def2-TZVPD.

XYZ file:
```
14
Properties=species:S:1:pos:R:3
C -0.074 -1.598 0.764
N 0.655 -0.569 -0.042
C 0.279 0.904 0.183
C -0.916 1.297 -0.616
N 0.327 1.786 -0.813
H 0.257 -1.572 1.853
H -1.191 -1.606 0.616
H 0.165 -2.532 0.362
H 0.658 -0.834 -0.997
H 1.544 -0.697 0.436
H 0.452 1.198 1.315
H -1.312 0.502 -1.329
H -1.725 1.845 -0.066
H 0.880 1.875 -1.666
```

As for the spin multiplicity: 1. The HOMO energy comes out at -14.288 eV. Its HOMO-LUMO gap is 10.864 eV. Its net charge is +1. The SMILES is C[NH2+][C@@H]1CN1.

Computed energies relative to the best structure, in kcal/mol: version i 0.0; version ii 20.6